Model w:
Below is a 2-piece molecular cluster, C8H13NO2 overall, with properties calculated with the ωB97M-V functional and the def2-TZVPD basis.

```
24
Properties=species:S:1:pos:R:3:nbo_charge:R:1
C 3.14 0.10 -0.02 0.96
C -1.24 -0.51 -0.25 -0.42
C -0.39 -1.71 -0.62 -0.23
C 0.91 -1.35 1.52 -0.25
C 1.13 -0.24 0.46 -0.09
C -0.06 0.60 -0.02 -0.05
C -0.53 1.74 1.02 -0.61
C 0.29 1.38 -1.32 -0.63
N 0.88 -1.72 0.05 -0.43
O 3.34 1.24 0.05 -0.61
O 3.52 -0.92 -0.50 -0.69
H -1.97 -0.26 -0.94 0.23
H -1.68 -0.67 0.76 0.20
H -0.89 -2.67 -0.39 0.20
H -0.24 -1.77 -1.78 0.22
H 1.87 -1.74 2.00 0.23
H 0.04 -1.52 2.03 0.20
H -1.14 1.52 1.90 0.21
H -1.13 2.36 0.30 0.21
H 0.38 2.16 1.39 0.23
H 0.78 2.32 -1.08 0.23
H -0.66 1.57 -1.78 0.20
H 0.96 1.05 -2.03 0.22
H 1.73 -2.22 -0.40 0.47
```

Output
LUMO energy: 0.5 eV
net charge: 0
spin multiplicity: 1

***

Model x:
Below is a 2-piece molecular cluster, C8H13NO2 overall, with properties calculated with the ωB97M-V functional and the def2-TZVPD basis.

```
24
Properties=species:S:1:pos:R:3:nbo_charge:R:1
C -0.14 2.30 0.29 0.19
C -2.31 1.17 -0.31 -0.17
C -1.09 1.36 0.14 -0.29
C -2.79 -0.29 -0.48 -0.64
C 0.25 -1.65 1.02 -0.73
C 1.09 -0.23 -2.31 -0.26
C 2.04 0.30 1.68 -0.24
C 0.69 -0.62 0.05 0.78
N 0.85 2.91 0.38 -0.41
O 0.66 -1.07 -1.19 -0.51
O 1.81 0.14 0.36 -0.49
H -2.94 1.94 -0.46 0.18
H -2.96 -0.78 0.50 0.21
H -3.74 -0.13 -0.94 0.21
H -2.05 -0.76 -1.01 0.21
H -0.25 -1.08 1.86 0.25
H -0.43 -2.44 0.66 0.26
H 1.18 -1.97 1.55 0.23
H 0.74 0.79 -2.19 0.22
H 0.73 -0.67 -3.24 0.21
H 2.23 -0.32 -2.24 0.20
H 1.32 0.93 2.09 0.20
H 3.03 0.83 1.67 0.21
H 2.08 -0.66 2.11 0.16
```

Output
LUMO energy (spin up / spin down): 0.2 / 0.2 eV
net charge: 0
spin multiplicity: 1

***

Ranked by calculated energy, most stable first: model w, model x.

***

Model w:
Below is C6H9N as an isolated structure, with properties calculated with the ωB97M-V functional and the def2-TZVPD basis.

```
16
Properties=species:S:1:pos:R:3:mulliken_spin:R:1
C 0.55 -1.41 0.48 0.14
C 1.33 -1.13 -0.79 0.19
C 0.48 -0.01 -0.05 0.12
C -1.08 -0.27 0.04 0.67
C 1.17 1.23 0.45 0.00
C -2.26 0.55 -0.25 -0.02
N -0.95 -1.51 0.37 0.81
H 1.01 -1.80 1.37 0.00
H 2.38 -0.99 -0.65 0.01
H 1.00 -1.53 -1.74 -0.01
H 1.43 1.90 -0.36 0.02
H 2.08 0.96 0.98 0.00
H 0.52 1.77 1.15 -0.01
H -2.19 1.52 0.23 0.02
H -3.15 0.02 0.10 0.00
H -2.33 0.71 -1.33 0.05
```

Output
LUMO energy (spin up / spin down): 1.1 / -1.9 eV
net charge: 0
spin multiplicity: 3

***

Model x:
Below is C6H9N as an isolated structure, with properties calculated with the ωB97M-V functional and the def2-TZVPD basis.

```
16
Properties=species:S:1:pos:R:3:mulliken_spin:R:1
C -2.64 -1.04 0.20 0.07
C -0.70 0.63 -0.43 0.92
C -3.43 0.72 -0.22 0.12
C 1.83 0.34 -0.15 0.91
C -1.96 0.15 -0.19 -0.11
C 2.06 -1.11 0.02 0.00
N -3.88 -0.64 0.15 -0.07
H -2.22 -1.98 0.52 0.00
H 1.84 1.12 0.54 0.00
H -0.68 1.72 -0.78 0.07
H -3.68 1.44 0.61 0.00
H -3.79 1.05 -1.25 -0.01
H 2.05 0.62 -1.16 0.01
H 1.71 -1.41 -0.93 0.00
H 1.44 -1.58 0.89 0.02
H 3.14 -1.12 0.26 0.07
```

Output
LUMO energy (spin up / spin down): 0.4 / -1.7 eV
net charge: 0
spin multiplicity: 3

***

Ranked by calculated energy, most stable first: model w, model x.

***

Model w:
Below is C17H24N3O5PPb as an isolated structure, with properties calculated with the ωB97M-V functional and the def2-TZVPD basis.

```
51
Properties=species:S:1:pos:R:3:nbo_charge:R:1
N 1.25 -4.02 1.62 -0.50
C 1.03 -5.01 2.18 0.40
C 0.77 -6.33 2.79 -0.75
H 1.70 -6.84 3.11 0.30
H 0.20 -6.98 2.10 0.28
H 0.14 -6.25 3.69 0.28
N -4.24 0.58 -2.33 -0.10
C -5.34 0.88 -2.58 0.58
C -6.71 1.25 -2.86 -0.77
H -7.24 0.43 -3.37 0.36
H -6.75 2.13 -3.51 0.34
H -7.25 1.49 -1.94 0.39
N 2.90 2.96 -1.69 -0.39
C 3.64 3.78 -1.35 0.44
C 4.59 4.85 -1.01 -0.75
H 4.09 5.72 -0.58 0.31
H 5.15 5.17 -1.91 0.30
H 5.33 4.51 -0.26 0.30
Pb 0.25 -0.62 -1.40 1.34
C -0.80 2.21 -0.56 0.51
O -1.43 3.16 -0.61 -0.40
C -1.93 -0.72 0.75 0.47
O -2.92 -1.20 1.08 -0.39
C 0.21 -2.75 -2.82 -0.21
C 1.57 -2.41 -2.79 -0.19
C 1.98 -1.15 -3.21 -0.20
C 1.03 -0.22 -3.69 -0.26
C -0.35 -0.53 -3.71 -0.29
C -0.77 -1.81 -3.27 -0.27
H -0.04 -3.76 -2.52 0.31
H 2.30 -3.15 -2.51 0.31
H 3.03 -0.89 -3.22 0.31
H 1.42 0.76 -4.01 0.32
H -1.13 0.21 -4.02 0.31
H -1.85 -2.05 -3.28 0.30
C -2.19 1.94 3.48 -0.31
O -1.07 1.60 2.59 -0.70
P -0.31 0.16 2.96 2.00
O 0.92 0.62 4.02 -0.76
C 1.70 1.85 3.83 -0.27
O 0.56 0.12 1.51 -0.72
C 1.87 -0.45 1.66 -0.29
H -3.17 1.70 2.99 0.22
H -2.18 3.02 3.73 0.27
H -2.21 1.32 4.42 0.22
H 2.08 2.00 2.81 0.19
H 1.07 2.71 4.13 0.23
H 2.58 1.78 4.49 0.26
H 2.32 -0.50 0.65 0.19
H 1.73 -1.48 2.05 0.26
H 2.46 0.19 2.35 0.24
```

Output
LUMO energy (spin up / spin down): -15.6 / -18.6 eV
net charge: +4
spin multiplicity: 1

***

Model x:
Below is C17H24N3O5PPb as an isolated structure, with properties calculated with the ωB97M-V functional and the def2-TZVPD basis.

```
51
Properties=species:S:1:pos:R:3:nbo_charge:R:1
N -2.12 -4.04 -1.71 -0.49
C -3.07 -4.50 -2.20 0.40
C -4.25 -5.03 -2.85 -0.75
H -4.10 -6.08 -3.13 0.29
H -4.46 -4.46 -3.77 0.28
H -5.13 -4.98 -2.19 0.28
N -1.46 4.78 -1.10 -0.27
C -1.97 5.82 -0.97 0.50
C -2.60 7.12 -0.80 -0.75
H -3.13 7.41 -1.72 0.32
H -1.85 7.89 -0.57 0.33
H -3.33 7.08 0.02 0.34
N 4.86 0.17 1.05 -0.20
C 5.52 -0.21 1.92 0.51
C 6.38 -0.68 3.01 -0.75
H 6.15 -0.12 3.93 0.32
H 7.43 -0.51 2.74 0.36
H 6.21 -1.75 3.18 0.31
Pb 0.53 0.20 -1.45 1.27
C 0.82 1.99 0.83 0.50
O 0.91 2.45 1.87 -0.38
C -2.20 0.84 -0.40 0.50
O -3.20 1.04 0.12 -0.39
C 0.21 0.16 -3.95 -0.25
C 1.30 -0.70 -3.66 -0.24
C 2.45 -0.20 -3.02 -0.23
C 2.52 1.16 -2.64 -0.24
C 1.44 2.02 -2.94 -0.24
C 0.29 1.52 -3.59 -0.17
H -0.66 -0.24 -4.47 0.31
H 1.25 -1.75 -3.96 0.31
H 3.30 -0.86 -2.81 0.30
H 3.42 1.54 -2.15 0.31
H 1.50 3.08 -2.70 0.30
H -0.51 2.21 -3.84 0.29
C -2.40 0.67 3.80 -0.29
O -1.44 0.20 2.82 -0.67
P -1.64 -1.33 2.13 2.03
O -1.27 -2.33 3.36 -0.78
C 0.01 -2.35 4.02 -0.26
O -0.23 -1.34 1.19 -0.78
C 0.25 -2.57 0.58 -0.29
H -2.92 1.55 3.40 0.23
H -1.86 0.96 4.71 0.26
H -3.15 -0.09 4.07 0.23
H 0.82 -2.01 3.36 0.18
H -0.03 -1.73 4.93 0.23
H 0.19 -3.39 4.31 0.25
H 1.09 -2.29 -0.08 0.18
H -0.52 -3.09 -0.02 0.27
H 0.64 -3.24 1.36 0.24
```

Output
LUMO energy (spin up / spin down): -15.3 / -18.3 eV
net charge: +4
spin multiplicity: 1

***

Ranked by calculated energy, most stable first: model x, model w.

***

Model w:
Below is a 2-piece molecular cluster, CH3N3O3 overall, with properties calculated with the ωB97M-V functional and the def2-TZVPD basis.

```
10
Properties=species:S:1:pos:R:3:nbo_charge:R:1
H -0.29 0.84 1.55 0.32
N -0.73 0.48 0.76 -0.51
N -0.10 0.66 -0.31 0.49
N 0.85 1.70 -0.18 -0.67
O -0.26 0.17 -1.38 -0.41
H 1.09 1.71 0.87 0.38
H 1.56 1.61 -0.96 0.40
O -1.83 -2.47 -0.36 -0.51
C -0.70 -2.33 -0.15 1.04
O 0.40 -2.37 0.17 -0.54
```

Output
LUMO energy: 0.3 eV
net charge: 0
SMILES string: [H]/N=[N+](\N)[O-].O=C=O
spin multiplicity: 1

***

Model x:
Below is a 2-piece molecular cluster, CH3N3O3 overall, with properties calculated with the ωB97M-V functional and the def2-TZVPD basis.

```
10
Properties=species:S:1:pos:R:3:nbo_charge:R:1
C -0.40 0.21 -1.46 0.47
N 1.76 -0.61 0.76 -0.46
N -0.08 0.12 -0.18 -0.23
N -0.89 0.57 0.83 0.61
O 0.08 -0.21 -2.47 -0.52
O -1.94 1.20 0.53 -0.40
O -0.54 0.30 1.95 -0.36
H -1.18 0.93 -1.52 0.17
H 2.04 -1.39 0.06 0.35
H 1.15 -1.13 1.49 0.37
```

Output
LUMO energy (spin up / spin down): -2.5 / -3.3 eV
net charge: 0
spin multiplicity: 1

***

Ranked by calculated energy, most stable first: model w, model x.

***

Model w:
Below is a single C8H10S molecule, with properties calculated with the ωB97M-V functional and the def2-TZVPD basis.

```
19
Properties=species:S:1:pos:R:3:nbo_charge:R:1
C -2.46 0.32 1.24 -0.41
C -1.10 0.34 0.94 -0.03
C -0.09 0.47 2.07 -0.65
C -0.56 0.36 -0.38 -0.25
S -1.47 0.83 -1.76 0.44
C -0.13 0.27 -2.82 -0.33
C 0.96 -0.12 -2.16 -0.28
C 0.81 -0.22 -0.78 -0.02
C 1.85 -0.85 -0.03 -0.64
H -2.89 0.47 2.21 0.20
H -3.18 0.07 0.45 0.20
H -0.49 1.10 2.86 0.24
H 0.16 -0.52 2.51 0.22
H 0.89 0.64 1.55 0.22
H -0.22 0.54 -3.78 0.21
H 1.65 -0.64 -2.82 0.23
H 2.48 -1.36 -0.69 0.23
H 2.38 -0.10 0.69 0.22
H 1.41 -1.60 0.70 0.22
```

Output
LUMO energy: 0.2 eV
net charge: 0
SMILES string: C=C(C)c1sccc1C
spin multiplicity: 1

***

Model x:
Below is a single C8H10S molecule, with properties calculated with the ωB97M-V functional and the def2-TZVPD basis.

```
19
Properties=species:S:1:pos:R:3:nbo_charge:R:1
C -2.55 1.21 -0.03 -0.36
C -1.59 0.41 0.41 -0.06
C -1.65 -1.02 0.28 -0.10
C -0.61 -1.71 0.26 0.10
C 0.81 -1.64 0.35 -0.50
C 0.93 -0.09 0.06 -0.11
C 0.84 -0.04 -1.45 -0.64
S 2.55 0.50 0.49 0.03
C -0.19 0.83 0.77 -0.45
H -3.47 1.00 -0.46 0.21
H -2.36 2.33 0.12 0.18
H 1.14 -1.85 1.33 0.23
H 1.24 -2.28 -0.44 0.24
H 1.59 -0.74 -1.70 0.22
H 1.11 1.01 -1.82 0.21
H -0.24 -0.27 -1.71 0.24
H 2.77 -0.36 1.42 0.10
H -0.16 1.80 0.27 0.23
H -0.14 0.91 1.86 0.23
```

Output
LUMO energy: 0.4 eV
net charge: 0
SMILES string: C=C1C#CC[C@](C)(S)C1
spin multiplicity: 1

***

Ranked by calculated energy, most stable first: model w, model x.